{
  "formula": "C6H31O10",
  "method": "wB97M-V/def2-TZVPD",
  "symbols": ["O", "H", "H", "O", "H", "H", "H", "H", "O", "H", "H", "H", "H", "O", "H", "C", "O", "H", "O", "C", "H", "H", "H", "C", "H", "O", "O", "H", "H", "C", "H", "H", "H", "C", "O", "H", "H", "H", "H", "O", "H", "H", "H", "H", "H", "H", "C"],
  "coordinates": [[-3.404, 1.797, -1.953], [-1.782, -2.973, 0.110], [3.326, -0.061, 0.208], [-2.478, 2.546, 0.640], [0.560, 2.872, -1.775], [-3.297, 2.061, -1.020], [-0.423, -2.337, -0.807], [-2.536, 1.447, -2.215], [0.949, 2.965, -2.684], [1.364, -1.166, 1.484], [2.378, -1.792, -2.371], [-0.151, -3.373, 0.582], [-3.649, 1.050, 3.006], [3.766, -0.132, -0.642], [-1.464, 2.394, 0.306], [0.575, -0.572, 1.012], [1.774, -4.250, -0.167], [-1.111, -0.874, 3.208], [-0.849, 0.513, -1.942], [-0.776, -2.556, 0.206], [1.206, 0.883, 2.498], [1.905, 0.910, -2.744], [3.516, -2.149, -1.504], [-0.751, -1.330, 1.113], [-0.226, -2.382, 2.946], [-0.162, 2.268, -0.258], [2.861, -2.586, -2.068], [3.060, 0.025, -1.305], [-1.567, -0.666, 0.798], [0.521, 0.830, 1.644], [-2.695, 1.979, 2.270], [-0.460, 1.017, 2.081], [0.184, 2.799, -3.246], [0.848, 1.977, 0.693], [-2.926, 1.661, 3.179], [1.011, 2.890, 1.284], [-2.598, 3.500, 0.614], [0.872, -0.506, -0.041], [-0.523, 1.222, -1.220], [1.706, -0.040, -2.653], [1.030, -3.716, 0.129], [2.156, -3.693, -0.886], [1.779, 1.767, 0.148], [-1.963, -2.305, 2.615], [-1.285, -0.193, -1.452], [0.757, 0.026, -2.379], [-1.027, -1.747, 2.560]],
  "atomic_forces_ev_per_a": [[-0.17, 0.05, -0.08], [0.00, 0.04, 0.08], [-0.11, 0.01, 0.08], [0.49, -0.08, -0.07], [0.16, 0.03, -0.10], [0.21, -0.14, -0.25], [-0.01, 0.07, 0.04], [-0.17, 0.06, 0.23], [-0.14, -0.12, 0.26], [-0.06, -0.12, 0.07], [-0.07, -0.35, -0.19], [-0.85, 0.42, 0.45], [0.00, -0.02, 0.10], [0.00, -0.01, -0.37], [-0.45, 0.32, 0.05], [-0.08, 0.11, -0.15], [0.37, 0.13, -0.28], [-0.04, -0.01, 0.02], [0.32, 0.15, 0.16], [-0.21, -0.09, -0.24], [0.08, 0.02, -0.10], [-0.02, -0.12, -0.27], [0.15, -0.15, 0.11], [0.14, -0.31, 0.14], [0.03, -0.03, -0.08], [0.17, -0.52, 0.16], [0.08, 0.60, -0.06], [0.14, -0.11, 0.35], [0.13, 0.09, 0.01], [0.21, 0.04, 0.10], [-0.10, 0.03, 0.27], [-0.17, 0.00, -0.05], [0.07, -0.01, -0.08], [-0.41, 0.48, -0.39], [0.04, -0.05, -0.29], [0.17, -0.12, 0.07], [0.02, -0.01, 0.02], [-0.12, 0.13, 0.02], [-0.25, -0.40, -0.04], [0.01, 0.58, 0.22], [0.72, -0.32, -0.24], [-0.13, -0.35, 0.25], [0.15, -0.03, 0.14], [-0.02, -0.01, 0.10], [-0.03, 0.09, 0.04], [-0.07, -0.15, -0.11], [-0.16, 0.17, -0.10]],
  "charge": -1,
  "e_homo_ev": -6.587,
  "energy_ha": -999.72506,
  "lumo_ev": 3.0336,
  "gap_ev": 9.62
}

***

{
  "formula": "C6H31O13",
  "method": "wB97M-V/def2-TZVPD",
  "symbols": ["H", "H", "H", "O", "H", "O", "O", "H", "H", "H", "H", "O", "H", "H", "H", "H", "H", "H", "H", "H", "H", "O", "C", "H", "H", "H", "O", "H", "O", "H", "H", "O", "H", "C", "C", "O", "C", "O", "H", "C", "C", "O", "H", "H", "O", "O", "H", "H", "H", "H"],
  "coordinates": [[1.029, 3.000, 1.377], [1.051, 1.040, 2.406], [1.164, -2.842, 0.989], [-1.201, 2.882, -1.991], [-2.804, 1.075, -0.437], [-2.572, 3.283, 1.601], [2.734, -1.537, -1.615], [-0.580, -2.623, 2.850], [0.108, -0.180, -4.403], [-0.991, -1.734, -3.360], [-1.326, 1.047, 3.072], [3.867, -1.722, 1.278], [3.093, -2.287, 1.511], [2.667, -0.608, -1.936], [-3.426, -2.913, 1.620], [-1.461, -0.307, -3.244], [3.787, -0.899, 1.769], [1.941, 1.516, -1.910], [-0.663, 2.669, -1.180], [-0.087, -1.598, -0.200], [-0.447, -0.224, 3.865], [-3.329, 1.857, -0.643], [-1.514, -2.273, 2.401], [1.538, -0.404, -4.948], [1.904, 0.849, -3.315], [-2.564, -4.182, 2.444], [1.338, 3.515, 2.159], [-3.030, 2.846, 0.851], [-1.304, -0.995, -3.911], [-0.830, 2.320, -2.683], [-2.042, -3.598, 0.842], [0.435, -2.411, -0.471], [-1.648, 3.110, 1.396], [-0.127, 0.814, 0.600], [-1.765, -0.970, 2.348], [0.143, 2.014, 0.263], [-0.834, 0.080, 2.901], [-0.724, 0.015, -0.159], [-2.684, -0.599, 1.880], [-2.421, -3.302, 1.814], [0.369, 0.314, 1.950], [1.624, -3.087, 1.846], [0.919, -0.628, 1.807], [1.811, -4.030, 1.782], [2.490, 0.990, -2.512], [0.936, 0.297, -4.673], [0.520, 3.876, 2.517], [3.273, -1.565, -0.806], [1.281, -2.136, -0.931], [-2.773, 2.374, -1.278]],
  "atomic_forces_ev_per_a": [[-0.03, 0.04, 0.18], [-0.14, -0.05, -0.20], [-0.15, -0.24, 0.14], [0.40, 0.03, -0.02], [0.29, -0.04, -0.09], [-0.15, -0.04, -0.02], [0.10, -0.42, 0.01], [-0.23, 0.10, -0.11], [0.52, 0.15, -0.33], [-0.13, 0.17, -0.18], [-0.15, -0.26, -0.17], [0.20, -0.14, -0.36], [0.12, 0.42, 0.22], [0.18, -0.08, 0.40], [0.15, 0.19, 0.11], [-0.26, -0.15, 0.01], [-0.18, -0.11, 0.01], [0.16, -0.14, 0.02], [-0.17, -0.18, -0.21], [0.62, -0.35, -0.57], [0.14, -0.22, 0.27], [-0.22, 0.32, -0.42], [-0.15, 0.32, 0.34], [-0.07, 0.06, -0.05], [0.55, 0.18, 0.82], [0.27, -0.06, -0.01], [-0.03, 0.10, -0.03], [0.12, 0.09, 0.21], [0.16, -0.07, 0.68], [-0.05, 0.16, 0.16], [0.21, -0.41, -0.18], [0.11, 0.11, 0.25], [0.18, -0.02, -0.07], [0.70, 0.12, -0.71], [-0.30, 0.16, 0.39], [-0.24, -0.04, 0.13], [0.39, 0.13, -0.53], [-0.26, 0.08, 0.09], [0.24, -0.25, 0.07], [-0.55, 0.06, -0.22], [-0.08, 0.09, 0.32], [0.06, -0.12, -0.19], [-0.26, 0.19, 0.00], [-0.11, 0.03, -0.04], [-0.82, 0.20, -0.72], [-0.19, -0.23, 0.03], [0.10, 0.03, 0.02], [0.00, 0.35, -0.14], [-0.90, 0.29, 0.21], [-0.13, -0.58, 0.46]],
  "charge": -1,
  "e_homo_ev": -6.214,
  "energy_ha": -1225.50614,
  "lumo_ev": 2.5766,
  "gap_ev": 8.79
}

***

{
  "formula": "C6H32NO10",
  "method": "wB97M-V/def2-TZVPD",
  "symbols": ["O", "O", "H", "H", "H", "H", "H", "H", "C", "C", "O", "C", "H", "O", "H", "H", "H", "H", "O", "H", "H", "H", "H", "H", "O", "H", "H", "C", "N", "H", "O", "H", "H", "O", "H", "H", "H", "H", "H", "H", "C", "O", "H", "C", "H", "H", "H", "O", "H"],
  "coordinates": [[-1.832, 2.761, -1.631], [-2.853, -0.493, -2.488], [-3.406, -1.148, -2.112], [-2.122, 2.045, -1.090], [0.904, 2.136, -1.814], [0.943, -2.597, -0.194], [2.170, 0.537, -3.516], [-3.517, 1.312, -0.406], [2.378, -0.605, 1.000], [2.099, 0.293, -1.415], [-2.808, 0.672, -0.285], [3.941, -0.263, 1.268], [-2.993, -2.405, 1.002], [4.370, -1.874, -1.207], [0.374, -1.680, -1.571], [3.489, -1.902, -0.724], [4.316, -1.080, 1.856], [-2.592, 0.060, -1.697], [0.762, -0.908, -3.216], [4.620, -0.342, 0.455], [-0.904, 2.288, 3.205], [0.032, -0.207, -3.037], [-3.582, 0.359, 2.303], [-3.060, -1.263, -0.098], [-1.055, -0.683, 4.018], [-1.827, 2.366, -2.570], [1.020, 1.790, -0.199], [2.008, -0.354, -2.852], [2.006, -0.818, -0.426], [-2.695, 0.060, 0.980], [-2.706, 0.258, 2.057], [4.045, -1.717, -2.040], [1.622, 0.114, 1.516], [-3.397, -2.181, 0.153], [-1.312, -0.193, 3.273], [2.187, -1.557, 1.537], [2.629, -1.260, -2.893], [3.971, 0.671, 1.929], [-0.781, 1.214, 4.166], [-0.163, -1.084, -0.001], [0.916, 1.322, -1.170], [-0.724, 2.151, 4.121], [3.014, 0.913, -1.106], [0.727, -1.544, -0.528], [0.043, 0.730, -1.002], [-1.690, 1.532, 0.843], [-1.294, -1.613, 3.751], [-0.898, 1.784, 1.412], [-0.774, 2.664, 0.944]],
  "atomic_forces_ev_per_a": [[0.60, 0.94, -3.47], [1.27, 0.96, -1.16], [-0.79, -1.06, 0.41], [-0.28, -1.51, 0.82], [-0.53, 1.09, -1.78], [-0.57, 0.96, 0.25], [0.79, -1.17, -0.02], [-0.45, -0.44, 0.34], [-0.13, 0.85, 0.22], [-0.73, 0.68, 1.86], [0.54, 0.34, -0.70], [-2.51, 0.80, 1.82], [-0.06, 0.37, -0.29], [0.38, -1.21, 3.27], [0.61, 0.21, 1.00], [0.90, 0.44, -0.37], [0.03, -0.36, 0.82], [-0.55, -0.34, -0.19], [-2.27, 2.23, -0.06], [0.09, 0.87, -1.18], [-0.26, 0.28, -1.39], [1.62, -1.82, -0.51], [-2.60, 0.14, 0.65], [-0.64, -1.53, 0.61], [0.65, -3.16, 1.61], [-0.07, 0.93, 2.32], [0.47, -0.09, 0.39], [0.07, 1.70, 0.72], [-0.37, -0.35, 0.25], [-0.68, 1.59, 2.46], [2.41, -1.92, -1.41], [-0.61, 0.56, -3.20], [1.48, -0.66, -0.78], [0.51, 1.06, -0.43], [-1.21, 1.13, -2.22], [-0.01, 0.33, -0.59], [0.44, 0.93, -0.52], [0.40, -1.16, -1.29], [0.09, -1.17, 0.64], [1.03, -0.45, 0.08], [1.72, -2.17, 1.50], [0.30, 1.21, 1.27], [-0.62, -1.34, -1.33], [-0.55, -1.23, 0.12], [-1.09, 0.20, -0.72], [0.77, -0.53, 1.08], [0.40, 1.62, 0.54], [-0.50, 2.45, -2.37], [0.53, -1.19, 0.98]],
  "charge": -1,
  "e_homo_ev": -5.883,
  "energy_ha": -1054.91230,
  "lumo_ev": 2.8593,
  "gap_ev": 8.74
}